1.
7
Properties=species:S:1:pos:R:3:nbo_charge:R:1 method="wB97M-V/def2-TZVPD" e_homo_ev=-9.97 gap_ha=0.33144 spin_multiplicity=1
C -0.58 0.71 -0.43 0.302
C 0.21 -0.46 0.10 -0.109
O -1.44 1.20 0.25 -0.454
F 0.58 -1.71 -0.89 -0.420
I 2.16 0.30 0.48 0.251
I -0.81 -1.34 1.70 0.270
H -0.13 1.29 -1.21 0.160

2.
8
Properties=species:S:1:pos:R:3:nbo_charge:R:1 method="wB97M-V/def2-TZVPD" e_homo_ev=-5.75 gap_ha=0.18817 spin_multiplicity=1
F 2.20 0.54 -0.51 -0.369
O -1.39 0.81 -0.50 -1.059
C -0.08 1.19 -0.57 -0.181
C 0.87 0.22 -0.52 0.517
O 0.59 -1.04 -0.48 -0.975
K -1.05 -0.46 1.51 0.966
Li -1.08 -0.85 -1.51 0.940
H 0.15 2.25 -0.69 0.161

3.
7
Properties=species:S:1:pos:R:3:nbo_charge:R:1 method="wB97M-V/def2-TZVPD" e_homo_ev="-10.61 / -10.61" gap_ha="0.30422 / 0.30429" spin_multiplicity=1
C -0.83 -0.53 -0.57 0.187
C 0.39 -0.19 0.21 0.265
N -1.74 -0.89 -1.16 -0.248
N 1.09 0.92 -0.09 0.084
O 0.58 2.01 -0.21 -0.204
F 1.12 -1.30 0.37 -0.293
H -0.60 -0.01 1.45 0.210

4.
8
Properties=species:S:1:pos:R:3:nbo_charge:R:1 method="wB97M-V/def2-TZVPD" e_homo_ev="-11.92 / -11.07" gap_ha="0.32847 / 0.33755" spin_multiplicity=1
C 0.54 1.39 0.21 0.134
C -0.10 0.26 -0.34 0.413
N 1.16 2.26 0.64 -0.161
N 0.25 -1.07 0.17 0.470
O 0.80 -1.10 1.24 -0.336
O -0.07 -2.00 -0.53 -0.331
F -0.37 0.28 -1.63 -0.265
H -2.21 -0.02 0.24 0.077

5.
8
Properties=species:S:1:pos:R:3:nbo_charge:R:1 method="wB97M-V/def2-TZVPD" e_homo_ev=-9.99 gap_ha=0.33500 spin_multiplicity=1
C 0.68 0.10 0.03 0.069
C -1.45 -0.23 -0.06 0.877
H 2.18 -1.67 0.99 0.186
N 0.19 1.30 0.14 -0.120
N -0.30 -0.83 -0.11 -0.568
O -1.23 1.10 -0.04 -0.330
F -2.63 -0.69 0.04 -0.237
S 2.30 -0.21 -0.07 0.124

6.
7
Properties=species:S:1:pos:R:3:lowdin_spin:R:1 method="wB97M-V/def2-TZVPD" e_homo_ev="-7.12 / -11.82" gap_ha="0.27237 / 0.27109" s_squared=2.01 spin_multiplicity=3
C 0.21 0.19 -0.08 0.837
C 1.37 -0.14 0.06 0.861
O 3.81 -1.31 -0.60 0.025
O 3.52 0.12 1.49 0.030
F 3.28 1.20 -0.80 0.090
S 3.16 -0.12 0.12 0.120
H -0.85 0.58 -0.03 0.037